[1]
C17H14BrNO4Pt as an isolated structure, computed with ωB97M-V with the def2-TZVPD basis set.

As for the total charge: -2. Its multiplicity is 3. For the lowest unoccupied orbital energy (spin up / spin down), the calculation gives 4.332 / 3.404 eV. The value obtained for the max |F| is 4.4 eV/A. Its frontier orbital gap (spin up / spin down) is 3.85 / 5.69 eV. Its highest occupied orbital energy (spin up / spin down) is 0.48 / -2.28 eV.

Atoms and positions in Å:
C: 4.021 0.710 -1.329
C: 3.011 1.586 -1.647
C: 2.175 1.840 -0.409
H: 2.864 2.145 -2.558
C: 2.735 0.828 0.610
C: 3.853 0.215 -0.012
H: 4.478 -0.543 0.442
H: 4.834 0.421 -1.967
H: 1.625 2.756 -0.167
H: 2.486 0.818 1.665
Pt: 0.455 0.968 -0.499
Br: -0.543 1.113 -2.719
C: 0.720 -2.238 -1.696
C: 1.812 -2.602 -0.876
C: 2.985 -2.682 -1.742
H: 1.776 -2.746 0.219
C: 2.605 -2.239 -3.030
C: 1.169 -2.088 -3.041
H: 0.557 -1.884 -3.909
H: -0.319 -2.343 -1.409
H: 3.978 -2.985 -1.454
H: 3.287 -1.969 -3.852
O: -0.505 -1.858 0.961
C: -0.653 -0.681 1.254
O: 0.251 0.260 1.534
C: -2.051 -0.038 1.446
C: -2.235 1.293 1.029
C: -3.345 1.995 1.413
C: -4.352 1.347 2.160
C: -4.188 -0.014 2.522
C: -3.073 -0.715 2.148
N: -5.515 2.047 2.510
O: -5.663 3.260 2.180
O: -6.421 1.443 3.178
H: -1.480 1.828 0.451
H: -3.424 3.046 1.087
H: -4.970 -0.544 3.091
H: -2.942 -1.748 2.417

natural (NBO) atomic charge list, values in e, 4 entries: atom 1 (C): -0.259, atom 2 (C): -0.242, atom 3 (C): -0.380, atom 4 (H): 0.206

[2]
A 2-piece molecular cluster, C6H12O overall, computed with ωB97M-V with the def2-TZVPD basis set.

As for the total charge: 0. For the lowest unoccupied orbital energy, the calculation gives 0.513 eV. As for the SMILES: C/C=C(\C=O)CC.[H][H]. The value obtained for the max |F| is 2.7 eV/A. The calculation puts the energy relative to the best compared isomer or geometry (same formula, charge and spin) at 3.6450 eV. Its frontier orbital gap is 9.25 eV. Its highest occupied orbital energy is -8.73 eV.

Atoms and positions in Å:
C: 2.096 0.821 -0.602
C: 0.975 0.082 -1.335
C: -0.157 -0.336 -0.439
C: -0.851 0.613 0.234
C: -1.992 0.389 1.099
C: -0.532 -1.747 -0.354
O: -1.517 -2.202 0.209
H: 2.868 1.148 -1.306
H: 1.717 1.710 -0.085
H: 2.562 0.178 0.152
H: 0.579 0.719 -2.135
H: 1.381 -0.809 -1.826
H: 0.358 -0.537 1.746
H: -2.336 0.538 -0.049
H: -0.640 1.671 0.085
H: -2.292 1.179 1.801
H: -0.162 -0.354 2.249
H: -2.219 -0.623 1.435
H: 0.159 -2.439 -0.881

natural (NBO) atomic charge list, values in e, 4 entries: atom 1 (C): -0.597, atom 2 (C): -0.407, atom 3 (C): -0.256, atom 4 (C): -0.081